Record 1
Formula: S2
Source: the OMol25 dataset
Level of theory: the ωB97M-V functional and the def2-TZVPD basis

Computed properties:
HOMO-LUMO gap (spin up / spin down) in eV: 5.96 / 4.48
F_max in eV/A: 2.58
E_HOMO (spin up / spin down) in eV: -4.217 / -2.917
ΔE to the lowest compared entry with this formula, charge and spin in eV: 4.246
LUMO level (spin up / spin down) in eV: 1.7 / 1.6
M in g/mol: 64.13

```
! RIJCOSX wB97M-V def2-TZVPD def2/J DEFGRID3
* xyz -1 2
S -0.5506 -0.3872 -1.5168
S 0.5506 0.3872 1.5168
*
```

Quick look at the natural (NBO) charges, all values in e: -0.50, -0.50

Record 2
Formula: C12H34O5
Source: the OMol25 dataset
Level of theory: the ωB97M-V functional and the def2-TZVPD basis

Computed properties:
HOMO-LUMO gap in eV: 9.53
F_max in eV/A: 2.95
E_HOMO in eV: -9.152
ΔE to the lowest compared entry with this formula, charge and spin in eV: 1.021
LUMO level in eV: 0.4
M in g/mol: 258.40

```
! RIJCOSX wB97M-V def2-TZVPD def2/J DEFGRID3
* xyz 0 1
O -3.8796 2.1415 0.9076
O 1.9905 -2.4923 -1.3750
O -2.9637 -0.2585 -0.3409
O -0.2442 -0.2280 -0.5956
O 1.3968 1.6941 -1.1124
C 2.9691 2.4259 0.5559
C 3.7481 1.1834 -1.4629
C -3.0535 3.2232 0.6028
C -2.9498 -1.2293 1.8963
C -1.5967 2.9133 0.9946
C -3.4476 -1.3472 0.4565
C -2.8531 -2.6230 -0.1679
C 1.5790 -4.0814 0.1987
C -3.1157 3.5014 -0.9081
C 2.6890 -3.2239 -0.4583
C 3.4793 -2.2639 0.4359
C 2.6124 1.3060 -0.4862
H 4.0626 -1.6880 -0.2825
H -3.4556 1.4208 0.4359
H -3.3909 -2.0354 2.4827
H -4.1277 3.8490 -1.1155
H -1.2276 2.0222 0.4869
H -4.5292 -1.2149 0.4318
H 3.5012 0.5159 -2.2885
H -2.3610 4.1659 -1.3289
H 0.3956 0.4230 -0.8837
H 3.9291 2.2570 1.0437
H -3.1800 -2.7921 -1.1938
H 1.1497 -4.6552 -0.6227
H 0.8373 -3.3935 0.6046
H 3.3651 -3.8754 -1.0119
H -3.0582 2.5921 -1.5063
H -0.9032 3.7079 0.7195
H 3.1025 3.3904 0.0660
H 4.5719 0.7180 -0.9217
H 2.2336 2.5886 1.3438
H 1.9982 -4.7817 0.9211
H -3.3191 -0.3269 2.3835
H -3.2440 -3.3999 0.4891
H -1.5575 2.7823 2.0759
H 2.4661 0.3690 0.0511
H 2.4840 -2.5067 -2.1983
H 4.2134 -2.7155 1.1033
H -1.8639 -1.2158 1.9892
H 4.0355 2.1669 -1.8347
H 0.2295 -1.0593 -0.6245
H -1.7716 -2.7245 -0.0771
H -2.0059 -0.2880 -0.3988
H -3.3856 4.1529 1.0647
H 1.5497 2.5009 -1.6098
H 2.8958 -1.5915 1.0649
*
```

natural (NBO) atomic charge list, values in e, 4 entries: -0.74, -0.74, -0.78, -0.99

Record 3
Formula: C12H13NO2
Source: the OMol25 dataset
Level of theory: the ωB97M-V functional and the def2-TZVPD basis

Computed properties:
HOMO-LUMO gap (spin up / spin down) in eV: 8.75 / 8.75
F_max in eV/A: 5.51
E_HOMO (spin up / spin down) in eV: -8.622 / -8.623
ΔE to the lowest compared entry with this formula, charge and spin in eV: 5.585
LUMO level (spin up / spin down) in eV: 0.1 / 0.1
M in g/mol: 203.24

```
! RIJCOSX wB97M-V def2-TZVPD def2/J DEFGRID3
* xyz 0 1
O -2.2522 -2.5300 0.5725
O 0.4806 -2.5435 -0.5193
N 0.3439 -1.3715 -0.0853
C 3.3727 0.4418 1.1981
C 3.7430 -0.0900 -1.0711
C -3.4116 0.8958 0.0080
C 4.2734 0.4118 0.1245
C 2.1599 -0.2474 1.2375
C 1.6528 -0.6702 0.0285
C -2.1725 -1.3969 0.1538
C -3.4369 -0.6428 -0.2110
C -0.8532 0.8091 0.3657
C -2.0184 1.4381 -0.4079
C -0.7801 -0.6770 0.0951
C 2.4018 -0.5347 -1.1177
H 4.2730 -0.0666 -1.9169
H 0.0363 1.2030 0.0244
H -4.1354 -0.9746 0.4649
H 1.8745 -0.9281 -2.0677
H -1.8584 2.4393 -0.1854
H 3.7978 0.8417 2.1679
H 1.5450 -0.3088 2.0891
H -4.3012 1.1714 -0.6427
H -1.1304 1.1166 1.3366
H 5.2262 0.7188 0.0780
H -3.5249 1.0547 1.1214
H -1.7163 1.1684 -1.5140
H -3.5895 -0.7281 -1.3271
*
```

natural (NBO) atomic charge list, values in e, 4 entries: -0.50, -0.46, 0.13, -0.19

Record 4
Formula: C16H21AuN5O3S3
Source: the OMol25 dataset
Level of theory: the ωB97M-V functional and the def2-TZVPD basis

Computed properties:
HOMO-LUMO gap in eV: 6.18
F_max in eV/A: 1.92
E_HOMO in eV: -11.690
ΔE to the lowest compared entry with this formula, charge and spin in eV: 1.688
LUMO level in eV: -5.5
M in g/mol: 624.54

```
! RIJCOSX wB97M-V def2-TZVPD def2/J DEFGRID3
* xyz 1 1
Au 0.5960 0.4153 1.1975
S 2.2579 1.5273 2.9565
S -2.7359 -1.8894 3.8715
S 0.2840 2.3375 2.7242
O 2.7107 1.6584 1.5726
O 2.9401 2.2591 3.9575
O 1.8360 0.1559 3.2546
N 0.9872 -1.6796 0.6973
N -1.5106 2.4771 -1.0523
N 0.5372 -3.8248 0.9951
N 0.6325 1.8512 -0.4644
N -1.1000 -0.7926 2.2789
C 3.0671 -1.9896 -0.6829
C -1.6898 -2.8930 2.9638
C -1.9383 0.0332 -0.9812
C 3.5830 -4.3318 -1.0474
C 0.3612 3.8980 -1.7291
C -2.4124 3.3164 -1.8192
C 2.4684 -4.7558 -0.3506
C 1.6603 -3.7724 0.2008
C -2.1205 1.3911 -0.3100
C 3.8817 -2.9738 -1.2016
C -2.7209 2.7381 -3.2030
C -0.1895 2.6757 -1.0439
C -0.8744 -2.1326 2.1643
C 0.1829 -2.5515 1.2833
C -2.0290 -0.5144 3.1309
C 1.9416 -2.3956 0.0316
H 4.2532 -5.0655 -1.4653
H -1.8066 2.4621 -3.7228
H -2.4669 0.0012 -1.9275
H 0.0586 -4.6614 1.2915
H 1.4478 3.9133 -1.6822
H 3.3032 -0.9442 -0.7848
H -1.9785 4.3065 -1.9328
H -1.6873 1.3630 0.6941
H -3.1858 1.6042 -0.2184
H -3.3422 3.4182 -1.2535
H 2.2401 -5.8033 -0.2317
H 4.7867 -2.6973 -1.7213
H -0.0033 4.7924 -1.2239
H -2.3443 0.4862 3.3576
H 1.5949 2.1702 -0.4579
H -1.7159 -3.9579 3.0826
H -2.3350 -0.7503 -0.3415
H -3.2471 3.4834 -3.7955
H -3.3498 1.8551 -3.1309
H -0.8863 -0.1613 -1.1582
H 0.0582 3.9482 -2.7724
*
```

natural (NBO) atomic charge list, values in e, 4 entries: 1.24, 2.27, 0.55, -0.22

Record 5
Formula: C40H42BrCl5EuN4O5
Source: the OMol25 dataset
Level of theory: the ωB97M-V functional and the def2-TZVPD basis

Computed properties:
HOMO-LUMO gap (spin up / spin down) in eV: 3.96 / 5.00
F_max in eV/A: 5.57
E_HOMO (spin up / spin down) in eV: -0.250 / -1.286
ΔE to the lowest compared entry with this formula, charge and spin in eV: 1.647
LUMO level (spin up / spin down) in eV: 3.7 / 3.7
M in g/mol: 1067.93

```
! RIJCOSX wB97M-V def2-TZVPD def2/J DEFGRID3
* xyz -2 8
Eu -0.8407 0.7612 0.3018
Br 0.0877 -0.2839 -2.5876
Cl -2.4900 1.9012 -3.0587
Cl -6.5647 5.3847 -3.2187
Cl -4.3217 3.7698 -4.7614
Cl -6.5009 5.7001 -0.2358
Cl -4.2759 4.0806 1.4749
O -2.4247 2.5395 -0.2225
O 0.7288 -1.0906 0.3426
O -2.8132 -0.5766 -0.0268
O -0.4117 1.0305 2.4477
O 0.7543 2.7432 -0.4307
N -3.8893 -0.9660 2.0542
N 1.2309 4.9360 0.3801
N -2.8604 -0.3474 2.5024
N 2.7173 3.7127 -0.9291
C 3.3492 -5.3945 -3.4708
C 0.6902 1.2672 5.8691
C -4.3157 4.0205 -0.2330
C -3.7619 -1.0449 0.6772
C 0.6789 1.4234 4.4985
C 2.4313 -5.0583 1.4373
C 1.8515 -3.6125 1.3689
C -7.2425 -2.3482 -1.3158
C 2.0457 -3.0256 -0.0613
C -5.3112 4.6640 -2.3529
C 2.0384 -2.3872 -2.8143
C 1.5094 3.7008 -0.3206
C -4.9619 -1.5856 0.0644
C -1.4565 0.2478 5.8320
C 2.5588 -2.6817 2.3237
C -4.3779 3.8560 -3.0702
C 3.9297 -4.0254 -3.2392
C -3.3364 3.1620 -0.8968
C -0.1309 5.1366 0.8665
C 0.3243 -3.7352 1.6824
C -0.4720 1.0052 3.7800
C 2.9504 -3.5960 -0.9424
C 1.2659 -1.6567 -1.9045
C -3.4435 3.1148 -2.3059
C 4.0457 -3.2823 -4.5120
C -6.1002 -1.8839 0.7981
C -7.2643 -2.1890 0.0789
C 3.0158 -3.2846 -2.3142
C 3.5648 4.8910 -1.1048
C 1.3083 -1.8583 -0.5063
C 2.2348 5.9058 0.7555
C -0.3864 0.7094 6.5330
C 3.1600 2.6087 -1.7702
C -5.3044 4.7073 -0.9428
C 3.5482 5.8507 -0.0093
C -6.0591 -2.0613 -2.0274
C -2.8139 0.0446 3.7691
C -4.9652 -1.6344 -1.2629
C -1.6123 0.4328 4.4540
C 5.3625 -4.2366 -2.5930
H 3.2293 5.3580 -2.0585
H 4.2178 2.3781 -1.4335
H -8.1834 -2.4591 -1.8828
H -0.0099 6.0463 1.4848
H 1.5138 1.8804 3.9610
H -0.9023 5.3033 0.0481
H 3.6503 -2.7114 2.1956
H 4.7544 -3.7371 -5.2489
H 3.1936 -6.0327 -2.5674
H 0.1788 -4.2933 2.6454
H 4.3844 5.5861 0.7084
H -2.1035 -0.4808 6.3329
H 5.6256 -3.2662 -2.0358
H 2.2905 -2.9322 3.3910
H 5.3009 -5.0998 -1.8735
H -8.2118 -2.2818 0.5350
H -0.4539 4.2632 1.4913
H 1.4716 1.7266 6.4274
H -3.7630 -0.0684 4.3862
H 2.3499 5.7536 1.8601
H 1.8308 6.9079 0.7405
H 2.5238 1.6927 -1.7527
H -0.2476 -4.3238 0.9208
H -0.1966 -2.7485 1.7542
H 4.6282 4.5354 -1.2607
H 6.0736 -4.3809 -3.4151
H 2.2282 -1.6339 2.0573
H 3.7033 -4.2596 -0.5547
H 4.0325 -5.9675 -4.1479
H -4.0620 -1.3220 -1.7625
H 3.2081 2.8939 -2.8207
H 2.0561 -2.0693 -3.8949
H 2.0101 -5.5927 2.2692
H -5.9492 -2.0014 1.8820
H 4.4691 -2.2596 -4.3818
H 3.5282 -5.0901 1.5268
H 3.0814 -3.2081 -5.0533
H -0.3683 0.6973 7.5826
H 2.3306 -5.3544 -3.9737
H -5.9699 -2.1141 -3.1690
H 3.7707 6.8493 -0.3736
H 2.1122 -5.6447 0.6101
*
```

Mulliken atomic charge list, values in e, 4 entries: 1.19, -0.21, -0.21, -0.27

Record 6
Formula: C19H26Br39FINO2S2
Source: the OMol25 dataset
Level of theory: the ωB97M-V functional and the def2-TZVPD basis

Computed properties:
HOMO-LUMO gap in eV: 8.19
F_max in eV/A: 2.24
E_HOMO in eV: -8.445
LUMO level in eV: -0.3
M in g/mol: 3626.71

```
! RIJCOSX wB97M-V def2-TZVPD def2/J DEFGRID3
* xyz 0 1
I 2.5294 0.1537 -1.5434
Br -4.7145 -4.7712 9.5969
Br -0.2715 -1.4921 -10.3491
Br -2.2976 11.3399 2.0582
Br 1.2452 0.6674 -8.5720
Br -2.8950 -10.2474 2.3366
Br -3.2128 5.6159 -1.0600
Br 1.5558 -3.0955 1.4709
Br -3.5772 0.4930 3.4942
Br 3.1304 4.0448 -3.7436
Br 8.1470 2.2431 -0.1688
Br 6.4427 0.1740 -1.8819
Br -3.0805 -4.5240 6.0922
Br -1.8843 0.2529 -8.2364
Br 5.0441 1.9304 0.4006
Br -3.5256 -3.4118 3.1502
Br 2.7952 -6.0073 1.0915
Br 4.2972 8.1639 1.9125
Br -7.5851 -6.0920 9.9625
Br 0.0309 -5.6319 2.6290
Br -2.9956 -6.5146 3.6108
Br 2.6512 7.0968 -4.4806
Br -5.3932 -0.5502 5.8927
Br -1.4361 -9.8367 5.1342
Br 5.2309 5.5143 0.4206
Br -4.6332 -8.0077 -0.3027
Br 8.1864 4.7492 6.2210
Br 8.3084 5.8544 3.2394
Br -1.4271 11.4541 -1.0016
Br 6.9257 3.0499 3.8443
Br 3.5653 5.3111 3.1320
Br -5.9413 -5.4152 0.9906
Br -0.0502 5.2576 -0.8326
Br -6.3815 -8.2607 2.3463
Br -5.8413 -6.7783 7.3925
Br -1.5558 7.4584 0.9244
Br -2.2239 -0.6695 6.1372
Br 0.0581 -9.0833 2.4295
Br -4.2562 10.2330 -0.2022
Br 1.5592 4.8326 -6.4296
S 0.4907 1.7981 -5.0835
S -1.1918 -1.1024 -3.7545
F -1.0238 -2.5338 -3.1428
O -1.4114 -1.2603 -5.1504
O -2.2213 -0.4748 -2.9953
N 0.2634 -0.3764 -3.4573
C -0.7319 3.8410 -3.6581
C 6.6515 1.0347 -0.1756
C 0.9614 0.0777 -4.6676
C -1.2131 -10.2587 3.2700
C -1.6783 5.7313 0.0935
C -3.7569 -4.9047 4.3379
C 2.9367 5.3240 -5.1733
C -5.8093 -6.3173 9.2598
C 3.8846 6.3257 1.5225
C -3.7275 0.2772 5.4011
C -2.8969 11.5217 0.2365
C 2.2877 -3.2845 -2.0347
C 7.3089 4.8141 4.5098
C -0.3305 2.3569 -3.5658
C -0.2119 -0.5925 -8.6480
C 1.1149 -1.1431 -2.5353
C -6.1210 -7.3064 0.6939
C 1.8452 -2.3354 -3.1456
C 1.7409 -4.8572 2.2245
H -3.7216 1.2650 5.8318
H 1.1514 -2.8257 -3.8174
H 2.6951 -1.9787 -3.7141
H 3.8695 5.3379 -5.7130
H 0.8595 -0.5701 -5.5267
H 2.0101 0.0872 -4.4011
H -0.1079 4.4095 -2.9712
H 0.2720 2.1945 -2.6830
H 2.1418 -4.3225 -2.3014
H -3.3455 12.4976 0.1479
H 6.3623 5.3112 4.6548
H -7.0061 -7.4559 0.0975
H 6.8608 0.2614 0.5459
H -1.7490 3.9180 -3.3007
H -0.8175 -11.2598 3.2147
H 3.3266 -3.1089 -1.7874
H -5.3614 -7.1458 9.7838
H 2.9667 6.3152 0.9582
H -1.2454 1.7901 -3.5010
H -0.0329 -1.3447 -7.8956
H 2.2763 -4.7491 3.1541
H -4.8190 -5.0738 4.4345
H -1.8163 5.0067 0.8799
H 0.4707 -1.5109 -1.7509
H 1.7129 -3.1012 -1.1341
H -0.6367 4.1967 -4.6731
*
```

Mulliken atomic charge list, values in e, 4 entries: 0.17, -0.04, -0.05, -0.02